[1]
The following is a DFT calculation (ωB97M-V/def2-TZVPD) of a structure of composition C42H41F4N4O6P2RuS at a distorted geometry.

**Spin multiplicity**: 5
**HOMO level (alpha / beta)**: -15.4 / -15.5 eV
**<S²>**: 6.0291
**Charge**: +3
**LUMO (alpha / beta)**: -8.666 / -10.278 eV

Atoms and positions in Å:
Ru  -0.57320  -0.46226  0.06588
C  1.32652  -4.35862  0.98812
N  0.71270  -3.05177  0.73775
P  0.35256  -1.84097  1.87821
C  1.45139  -2.12753  3.27284
C  1.07680  -3.07653  4.22845
C  1.94595  -3.35404  5.26757
C  3.15205  -2.67408  5.37178
C  3.51138  -1.72898  4.42238
C  2.66541  -1.45456  3.36092
C  -1.36396  -1.98746  2.46921
C  -2.38468  -2.43505  1.61779
C  -3.70608  -2.29444  2.00688
C  -4.01379  -1.68039  3.21313
C  -3.00296  -1.21462  4.04452
C  -1.67915  -1.35679  3.67395
P  0.52163  -2.37602  -0.82540
C  -0.35562  -3.63504  -1.77817
C  0.32145  -4.76916  -2.22821
C  -0.40225  -5.78572  -2.82911
C  -1.77445  -5.66882  -2.99645
C  -2.43691  -4.52222  -2.58076
C  -1.72695  -3.50155  -1.97171
C  2.13813  -2.09500  -1.57043
C  2.11673  -1.81725  -2.94201
C  3.28772  -1.47492  -3.58715
C  4.47223  -1.38202  -2.86647
C  4.49334  -1.66061  -1.50476
C  3.32493  -1.99615  -0.84401
H  1.24311  -4.61146  2.04301
H  2.38107  -4.37560  0.71077
H  0.80086  -5.11377  0.40197
H  0.12603  -3.58745  4.15458
H  1.67720  -4.09760  6.00204
H  3.80823  -2.88024  6.20338
H  4.44535  -1.19967  4.51561
H  2.91587  -0.71890  2.61059
H  -2.13307  -2.94329  0.69037
H  -4.49030  -2.65367  1.35833
H  -5.04159  -1.57046  3.51789
H  -3.24374  -0.73664  4.98123
H  -0.88408  -0.99248  4.31170
H  1.39319  -4.85151  -2.11295
H  0.11031  -6.67448  -3.16724
H  -2.32840  -6.46782  -3.46712
H  -3.50156  -4.42511  -2.72946
H  -2.21815  -2.58411  -1.66776
H  1.18029  -1.86099  -3.48180
H  3.27184  -1.25538  -4.64332
H  5.37953  -1.06957  -3.36333
H  5.41919  -1.59294  -0.95371
H  3.33305  -2.17122  0.22328
C  -6.81084  3.79125  -1.79446
C  -5.47129  4.32690  -1.29625
N  -4.68695  3.30171  -0.61716
C  -3.90409  2.52567  -1.36284
C  -3.05247  1.56840  -0.86709
C  -2.39277  0.68279  -1.93215
O  -2.56744  0.96291  -3.09154
O  -1.82840  -0.38306  -1.49790
C  -2.91046  1.39772  0.54150
O  -2.07597  0.64133  1.11808
C  -3.86068  2.16061  1.33460
C  -3.93459  1.98295  2.72378
C  -4.90985  2.58345  3.46866
F  -4.92457  2.34366  4.79192
C  -5.89585  3.42275  2.89129
C  -5.75520  3.66673  1.52509
C  -4.76881  3.06763  0.73701
N  -6.95583  3.93531  3.59669
C  -7.63572  5.15536  3.23516
C  -9.11896  4.85586  2.96881
N  -9.58867  3.81253  3.93233
C  -8.81241  3.86495  5.19760
C  -7.36012  3.45071  4.91046
H  -7.36106  4.60062  -2.26628
H  -7.41143  3.38667  -0.98291
H  -6.65659  3.01088  -2.53587
H  -5.60372  5.17095  -0.61931
H  -4.89318  4.67614  -2.15379
H  -3.93437  2.66292  -2.43697
H  -3.20666  1.35970  3.21434
H  -6.47579  4.30370  1.04505
H  -7.19239  5.61519  2.35577
H  -7.53297  5.87054  4.05869
H  -9.27555  4.48188  1.95593
H  -9.70436  5.76591  3.10202
H  -9.45975  2.87884  3.52431
H  -10.59320  3.92816  4.11258
H  -9.24722  3.18666  5.93433
H  -8.88338  4.87739  5.59764
H  -7.28453  2.36059  4.92068
H  -6.71613  3.83806  5.71060
F  1.38747  3.58608  -0.49012
C  1.21760  2.47815  0.19083
F  1.60880  2.65128  1.44343
F  -0.12216  2.21966  0.23910
S  1.92956  0.89760  -0.54192
O  3.25144  1.10196  -0.99661
O  0.91891  0.56269  -1.53438
O  1.78212  0.01416  0.63333

---

[2]
The following is a DFT calculation (ωB97M-V/def2-TZVPD) of the ion C2H5S with charge -1 at a distorted geometry.

**HOMO level**: -2.0 eV
**Energy above the lowest of the compared OMol25 structures with the same formula, charge and spin**: 7.0 kcal per mole
**Charge**: -1
**LUMO**: 4.600 eV
**Structure (SMILES)**: CC[S-]

Atoms and positions in Å:
C  -0.11963  0.38276  1.63600
C  0.48752  -0.43438  0.53878
S  -0.20238  0.03756  -1.18099
H  -1.21046  0.43131  1.60264
H  0.09912  1.45046  1.47011
H  0.20733  0.15138  2.65617
H  0.19669  -1.48629  0.56966
H  1.54743  -0.42964  0.30765

---

[3]
The following is a DFT calculation (ωB97M-V/def2-TZVPD) of a cluster of 2 separate species, C2O4S in total at a distorted geometry.

**HOMO level**: -9.0 eV
**Energy above the lowest of the compared OMol25 structures with the same formula, charge and spin**: 8.3 kcal per mole
**Charge**: 0
**LUMO**: -1.183 eV

Atoms and positions in Å:
C  -1.43677  0.52238  -0.28854
C  1.89696  0.16208  -0.08473
O  -0.96006  1.55313  -0.60281
O  3.00176  0.12793  -0.47255
O  0.81802  0.10066  0.40286
O  -1.97246  -1.89977  0.10420
S  -2.52008  -0.57185  0.24913

---

[4]
The following is a DFT calculation (ωB97M-V/def2-TZVPD) of a cluster of 2 separate species, C3H6NO in total at a distorted geometry.

**HOMO level**: -14.3 eV
**Energy above the lowest of the compared OMol25 structures with the same formula, charge and spin**: 111.2 kcal per mole
**Charge**: +1
**LUMO**: -5.235 eV

Atoms and positions in Å:
C  -0.78126  0.81831  -1.04248
C  -1.35099  0.06947  0.05702
C  0.07053  0.87872  0.32177
N  1.44595  -0.67235  0.60733
O  -0.96027  0.74901  1.15402
H  -0.50010  0.18390  -1.90017
H  -1.09055  1.77780  -1.19953
H  -1.67518  -1.02221  -0.05627
H  1.34643  -0.67972  1.65457
H  2.38461  -0.55581  0.20228
H  1.11083  -1.54712  0.20147

---

Values for total energy, eV, ordered as above
-105305.0879 -12990.6123 -21097.1453 -6733.1532